Computed, not measured: a cluster of 14 separate species, C66H168N8O22 in total at a distorted geometry, with wB97M-V/def2-TZVPD.

Structure (ORCA input):
```
! RIJCOSX wB97M-V def2-TZVPD def2/J DEFGRID3
* xyz 0 1
O -3.6409 -0.8719 24.3223
O -4.1688 2.4524 27.4779
O -7.0548 4.5197 23.9660
O -2.0742 8.8577 25.4628
O -7.1111 -1.5650 32.9101
O -2.8133 10.6390 29.7769
O -1.5576 5.4724 37.0839
O -7.9244 11.1482 32.2623
O -12.0804 9.9402 31.5485
O -0.4182 6.2156 34.6699
O -2.7558 6.5818 30.9510
O -8.2489 9.4945 27.4495
O -2.3357 10.2779 34.3026
O -8.2566 2.4201 29.3547
O -8.8044 7.4239 33.9941
O -1.2218 4.8477 32.4546
O -1.1061 -0.9943 30.7236
O -6.3307 15.0617 26.5424
O 1.3172 14.0266 35.8204
O -3.7054 1.6843 34.3355
O -2.7948 3.0199 36.9282
O 1.0147 7.5518 29.7569
N 1.1069 11.6270 34.0339
N -9.5523 8.6930 31.5864
N -0.7214 7.2060 27.2383
N -7.1484 6.9206 26.8216
N -4.6980 12.1374 27.9807
N -4.6069 -0.1877 27.1317
N -7.1735 -0.9243 30.1515
N -3.1610 -0.6755 32.8317
C -10.3272 8.9489 30.3775
C -8.5033 10.5920 28.2482
C -0.6892 9.1134 25.7324
C 1.1580 14.1088 34.4042
C -4.9237 3.6039 27.8648
C -3.6189 10.1155 28.7060
C -7.5156 5.1497 25.1368
C -4.4413 5.9557 32.5538
C -6.7781 6.4558 25.4796
C -2.3758 8.9718 24.0596
C -7.9935 7.1864 35.1307
C -2.4192 7.3083 38.4501
C -0.3341 2.7825 33.4023
C -3.6386 -0.6555 34.2500
C -2.5843 2.0215 37.9960
C 1.9304 5.8085 34.8138
C 0.7913 6.9118 34.8920
C 1.7580 12.8708 33.6834
C -3.9124 6.1842 36.8172
C -4.5482 0.5420 34.4467
C -3.0893 -1.2157 25.5922
C -4.8508 13.2798 27.0829
C 0.8698 7.5551 36.2264
C -2.4709 6.5818 37.1452
C -7.0012 9.4144 26.8047
C -7.8618 11.0423 33.6654
C -0.9859 10.3020 33.9361
C -6.2495 13.7997 27.1536
C -6.0862 -1.5765 30.8607
C -12.7372 11.0456 32.2004
C -0.1522 -1.0249 29.7055
C -4.3594 2.8987 33.9459
C -1.8247 -2.1526 31.1346
C -9.2085 11.4469 34.3243
C -3.0464 9.0342 34.2257
C -7.5719 15.6836 26.6859
C -7.6890 -2.1743 34.0734
C -8.1601 1.0682 29.1914
C -0.5394 3.6449 32.1389
C -0.4161 11.7155 33.9245
C -8.0244 7.1624 32.8372
C -2.7497 -0.6600 23.3000
C -2.3469 -1.8606 32.5882
C -3.9812 1.6620 28.6393
C -1.3950 2.9880 30.9961
C -7.5817 0.4510 30.3887
C -3.8441 1.4475 38.5780
C -6.3879 8.1342 27.2331
C -4.2319 -1.4349 26.5408
C 0.2182 6.3837 29.4116
C -11.0282 10.3010 30.6315
C -9.0551 3.0079 28.3328
C 0.4466 8.2520 30.8591
C -0.3659 8.6027 27.1091
C -7.5486 3.1661 23.7338
C -1.7443 2.7317 39.0559
C -3.9475 5.8259 31.1531
C -6.7363 11.8177 34.2913
C -3.3063 10.1349 31.0842
C -3.7662 11.1666 27.5668
C -8.8774 7.3769 31.6046
C -4.9704 6.4057 30.1471
C -3.6606 0.2867 28.1407
C -0.9918 6.7777 28.5877
C -6.5647 -2.4237 32.0099
C 2.5651 14.4879 36.2964
H -9.7738 8.8906 29.4488
H -7.0183 -2.8406 34.6281
H -6.3479 8.1693 28.3344
H -4.0918 5.5885 35.9338
H -5.7226 -2.9943 32.5178
H 0.1410 1.8373 33.0726
H -8.7209 7.0416 36.0056
H -0.8576 9.7247 33.0216
H -2.0630 6.0673 31.3111
H -5.0574 -2.0080 26.0375
H -9.5469 12.3836 33.8240
H -7.6198 0.8549 28.2407
H -8.6248 3.1228 23.8192
H -5.6769 6.1921 25.5020
H -9.5755 10.7265 28.3173
H 1.7831 5.0367 35.5825
H -8.0675 -1.3479 34.7275
H -5.0638 0.5231 35.4441
H 0.3042 3.3409 34.0875
H 1.7050 14.9607 33.9337
H -7.1991 9.4574 25.7676
H -8.6163 5.3312 25.0451
H -7.8226 15.9194 27.8118
H -10.1769 8.8180 32.3539
H -3.1503 9.1699 28.3319
H -7.7369 9.9588 33.8453
H -0.7270 12.3336 33.0905
H -5.2404 0.5583 33.6536
H -10.1216 2.7762 28.2984
H -13.2870 11.5812 31.4621
H -3.3384 -0.5111 22.3522
H -7.2743 -3.2274 31.7275
H -1.2697 2.5616 33.9070
H -5.2822 -0.9487 31.2098
H -4.1195 10.6798 26.6478
H -6.7386 11.5064 35.3353
H -5.1794 3.1314 34.5918
H -0.8514 5.2900 33.2644
H -1.4327 7.4717 38.7346
H -4.4917 7.1406 36.7580
H -5.9164 3.3787 28.2994
H 2.8314 15.3530 35.6626
H -4.4720 2.2441 38.9949
H -4.5099 1.0661 37.8163
H -3.6667 5.6021 33.2961
H -2.2109 0.2442 23.4057
H -0.5072 10.1858 25.7362
H -6.9344 12.8804 34.2343
H -3.9182 -0.4220 28.9754
H -8.3128 0.6528 31.1780
H -2.0522 7.2316 36.3915
H -1.5629 7.1899 26.6303
H 0.7191 8.6184 27.3410
H 1.9834 5.2590 33.8412
H -5.2804 7.4140 30.4249
H -3.8636 -2.0289 27.3578
H -5.8440 5.7789 29.9845
H -4.5443 0.4446 26.3271
H -8.5818 -2.7748 33.7449
H -4.1763 -1.6202 34.3492
H -5.3464 5.3205 32.5532
H -4.4422 10.1767 31.0701
H -2.3065 2.5910 31.4621
H 2.8818 12.8436 33.7919
H 1.5685 13.0218 32.6119
H -0.0458 8.5969 24.9300
H -7.1393 2.9621 22.7307
H -9.2079 11.6236 35.3845
H -8.9196 4.0626 28.3519
H -2.8924 6.6930 39.2269
H -10.3417 11.0699 31.0293
H -7.1962 7.9458 35.2825
H -8.3004 7.3152 30.6525
H 0.7252 6.8006 36.9880
H -1.5230 1.9445 39.8131
H -11.5257 10.7410 29.7580
H -4.7753 7.0034 32.7931
H -4.8123 2.8293 32.9463
H -2.3978 3.4835 39.5906
H -4.9630 1.6735 29.1363
H 0.5985 -0.2140 29.7932
H 2.8675 6.3742 34.9360
H -2.5521 0.2144 27.8917
H -1.6936 5.8944 28.5533
H -1.4314 9.1789 23.5153
H -6.9805 -0.9657 29.1425
H -11.2324 8.2922 30.2812
H -1.2041 -3.0232 31.1290
H -7.3784 4.4078 25.9855
H -2.4046 -0.4476 25.9437
H -2.6611 -2.4282 30.4643
H -0.7913 2.1719 30.5544
H -2.1169 4.6399 36.9500
H -9.2309 0.7073 28.8873
H 2.4473 14.7450 37.2834
H -12.0205 11.7180 32.6755
H -4.4327 5.6671 37.6393
H -7.2011 7.8307 32.8316
H -0.0389 8.1440 36.3887
H 0.3627 3.8551 31.6017
H -2.9227 8.6900 33.2099
H -2.0068 1.1712 37.5749
H -7.6858 6.1215 32.9260
H -2.9702 10.8399 31.8334
H 1.0728 9.0900 31.0934
H -2.9341 9.1078 31.2273
H -1.9467 -1.3744 23.1529
H -0.7825 12.2288 34.8281
H 0.9192 7.6976 34.1588
H -6.5729 13.9515 28.1858
H -5.1648 4.3013 26.9767
H -9.9348 10.6725 34.0064
H -8.6018 2.6447 27.4218
H -2.9634 -2.7372 32.6416
H -2.7739 -0.6288 34.9946
H -1.6041 3.6108 30.1891
H 1.2210 11.3890 34.9953
H 0.8475 5.7570 28.7695
H -0.1108 5.7759 30.3242
H -4.3076 6.6010 29.2379
H -4.1427 14.1121 27.1448
H -8.1069 11.5226 27.8485
H -3.0768 9.8444 23.9285
H -0.4545 9.7257 34.6726
H 0.0861 14.2717 34.2396
H -2.6115 8.3240 34.9129
H -8.1669 7.1634 26.9343
H 0.3534 -2.0110 29.6504
H -2.8228 8.3316 38.3798
H 1.7731 8.1049 36.4175
H -4.5306 12.3810 28.9596
H -4.0459 9.2531 34.5417
H -8.3656 10.3264 32.0227
H -7.1380 2.4307 24.4678
H -5.7810 11.5662 33.6970
H -2.6074 -2.1865 25.4888
H -3.0193 2.5323 36.1414
H -8.0150 10.4864 29.2184
H 3.4721 13.9363 36.1402
H -0.5534 8.6376 30.6475
H -3.6853 0.7604 39.3616
H -1.3658 -1.8492 33.1968
H -1.6729 7.5667 28.9644
H -7.5140 6.1900 35.1324
H -4.6779 9.9756 29.0736
H -2.7671 11.5384 27.3105
H -4.3101 4.1944 28.5667
H -3.7046 4.7673 30.9451
H -4.8349 12.8440 26.1113
H -0.5986 -0.8831 28.6839
H -2.4603 0.1096 32.8009
H -3.5949 3.6371 33.9473
H -5.5960 -2.1843 30.0955
H -6.7345 1.1086 30.5932
H -0.7854 9.2083 27.8764
H -3.2552 2.1309 29.3129
H 0.5157 7.5707 31.7179
H -9.6603 6.5961 31.7136
H -0.7532 5.7930 35.4622
H -0.8282 3.1471 38.6746
H -7.5201 16.6698 26.2304
H -6.9811 7.0973 24.6290
H -6.3917 10.3019 27.0359
H -5.3523 7.9444 26.9770
H -13.3477 10.6242 32.9574
H -6.9098 13.1208 26.5843
H -8.3782 15.0329 26.2671
H -2.9229 8.0843 23.6929
*
```

Properties
HOMO level, eV: -8.04
Relative energy (zero: lowest compared OMol25 entry of this formula, charge and spin), kcal per mole: 85.7
HOMO-LUMO gap, eV: 8.53
LUMO level, Eh: 0.0181
F_max, eV Å⁻¹: 4.418